DFT (ωB97M-V/def2-TZVPD) results for a cluster of 2 separate species, C22H36BBrF2N2O8P2S in total in a non-equilibrium geometry.

```
75
Properties=species:S:1:pos:R:3:forces:R:3
C 4.659 1.609 1.249 -0.2 0.7 0.2
C 5.388 2.165 -0.018 0.8 -0.6 0.2
C 5.361 1.230 -1.267 -0.7 0.3 -0.3
C 3.942 0.648 -1.588 0.2 -0.3 0.8
C 2.809 1.702 -1.467 0.3 0.9 -0.8
C 1.538 1.424 -2.337 0.2 -0.8 0.6
C 0.211 1.143 -1.573 0.1 -0.4 -1.2
C 0.030 -0.177 -0.709 0.4 0.6 -0.7
C 1.196 -0.728 0.159 -0.5 -0.3 1.4
C 1.862 -1.981 -0.435 0.2 0.5 1.4
O 1.891 -2.261 -1.566 -0.3 -0.2 -1.7
Br 2.787 -3.197 0.814 -0.3 0.7 0.0
C -1.227 0.225 0.121 -0.1 -2.0 0.9
C -2.655 -0.026 -0.443 -0.4 0.9 -0.9
C -2.720 -0.828 -1.773 -1.5 -0.3 0.0
C -2.973 -2.343 -1.458 0.5 0.6 -1.1
C -2.436 -3.259 -2.615 -0.9 0.9 1.3
O -1.539 -4.225 -2.032 0.2 0.9 -1.8
C -0.395 -4.389 -2.759 -0.5 0.0 0.4
O 0.264 -5.348 -2.587 1.1 -1.2 0.1
N -0.881 1.653 0.453 0.5 -0.6 0.6
P -1.768 2.511 1.785 -2.1 2.9 1.0
C -0.562 2.811 3.197 -0.2 -1.6 0.0
C -3.094 1.442 2.533 1.0 -1.0 -0.1
C -0.545 2.376 -0.850 1.3 -2.1 -1.5
N -1.625 2.650 -1.805 0.3 1.1 1.2
C -2.425 3.534 -1.503 -1.0 0.5 1.4
S -3.464 4.513 -0.871 0.5 -0.4 -1.1
P 0.499 3.862 -0.376 -0.2 1.6 0.3
O -0.237 4.997 0.230 -0.1 -0.4 -0.3
H 4.041 2.435 1.666 0.2 -0.6 -0.1
H 4.001 0.742 1.058 0.3 0.4 0.0
H 5.345 1.315 2.065 -0.2 0.1 -0.6
H 6.458 2.278 0.260 -0.6 0.1 -0.3
H 5.048 3.185 -0.278 -0.1 -0.6 0.1
H 6.072 0.395 -1.128 -0.3 0.4 -0.1
H 5.677 1.824 -2.150 0.1 -0.3 0.5
H 3.915 0.143 -2.575 0.1 0.5 0.4
H 3.787 -0.166 -0.846 -0.1 0.4 -0.5
H 2.548 1.896 -0.405 0.2 -0.3 -0.6
H 3.237 2.669 -1.824 -0.2 -0.5 0.2
H 1.749 0.504 -2.928 -0.3 0.5 0.3
H 1.340 2.203 -3.103 0.2 -0.2 0.6
H -0.472 0.918 -2.417 0.2 0.4 0.6
H -0.123 -0.971 -1.461 -0.5 0.4 0.5
H 1.995 -0.011 0.420 -0.3 -0.3 -0.3
H 0.758 -1.056 1.130 0.4 0.1 -0.5
H -1.266 -0.307 1.098 0.5 0.3 -0.6
H -3.262 -0.565 0.311 0.6 0.2 -0.3
H -3.200 0.930 -0.613 0.6 -0.3 0.2
H -1.884 -0.679 -2.479 -0.2 0.0 0.6
H -3.624 -0.474 -2.317 0.6 0.0 0.2
H -4.064 -2.518 -1.385 0.6 0.2 0.4
H -2.483 -2.512 -0.487 -0.3 -0.7 -0.5
H -1.935 -2.639 -3.386 0.0 -0.4 0.3
H -3.313 -3.739 -3.086 0.7 -0.2 0.1
H -0.061 -3.621 -3.497 -0.8 0.1 0.4
H 0.071 1.565 0.847 -0.3 -0.2 0.0
H -0.660 1.990 3.941 0.4 0.4 -0.5
H -0.872 3.728 3.730 0.2 -0.2 -0.7
H 0.480 2.860 2.835 -0.4 0.2 0.3
H -3.358 1.870 3.520 0.2 0.1 -0.6
H -3.977 1.448 1.873 0.4 -0.1 0.3
H -2.723 0.414 2.739 -0.5 0.4 -0.2
H 1.194 4.275 -1.551 -0.1 -0.7 0.3
H 1.454 3.399 0.586 -0.1 -0.4 -0.7
B -2.616 -4.491 4.268 0.2 -1.2 1.7
O -1.738 -3.559 3.498 -0.4 0.4 -0.7
C -2.402 -3.161 2.445 1.5 0.3 0.5
O -1.976 -2.392 1.607 0.0 0.4 -0.1
C -3.765 -3.795 2.437 -1.7 -0.9 0.1
O -4.613 -3.624 1.597 0.3 0.3 -0.1
O -3.886 -4.566 3.497 0.4 0.6 -0.5
F -2.854 -3.976 5.548 0.1 0.0 -0.6
F -2.022 -5.751 4.352 -0.2 0.5 -0.2
```
Positions in Å, forces in eV/Å.

- DFT total energy (eV) = -148326.888
- charge = 0
- HOMO-LUMO gap (eV) = 8.1



DFT (ωB97M-V/def2-TZVPD) results for a structure of composition C22H36BaO3P2 in a non-equilibrium geometry.

```
64
Properties=species:S:1:pos:R:3:forces:R:3
P 1.524 -2.129 0.474 -1.4 1.0 0.0
P 2.197 1.948 0.539 -0.5 0.4 0.5
C 1.750 -0.767 -0.714 0.3 0.2 -0.3
C 2.686 0.439 -0.472 0.7 0.3 -0.3
H 0.747 -0.362 -0.967 0.5 -0.5 0.0
H 2.137 -1.295 -1.598 -0.4 0.2 -0.1
H 3.665 0.107 -0.077 -0.4 0.1 -0.2
H 2.881 0.910 -1.452 0.0 -0.6 0.1
C 0.461 2.207 0.007 -0.3 0.1 0.0
H -0.210 1.550 0.588 0.2 0.2 -0.5
H 0.391 2.140 -1.087 -0.1 -0.1 0.2
H 0.174 3.241 0.292 0.2 -0.6 -0.1
C 2.819 3.355 -0.514 0.5 -0.2 -0.1
H 2.213 3.495 -1.419 0.2 -0.2 0.1
H 3.874 3.230 -0.809 -0.3 0.1 0.2
H 2.721 4.274 0.083 0.1 -0.3 -0.1
C 0.171 -3.122 -0.187 -0.4 -0.6 -0.3
H -0.102 -3.913 0.521 0.2 0.1 0.1
H 0.438 -3.614 -1.134 0.0 0.2 0.2
H -0.761 -2.535 -0.344 0.9 -0.3 0.2
C 2.959 -3.168 0.730 0.8 -0.2 -0.2
H 3.858 -2.539 0.818 -0.3 -0.1 0.0
H 3.124 -3.874 -0.102 -0.2 0.4 0.2
H 2.870 -3.756 1.652 -0.2 0.2 -0.2
Ba -1.860 -0.250 -1.418 -0.9 0.0 1.5
C -0.899 1.117 -3.478 2.1 0.4 -0.1
C -2.248 1.293 -3.509 -1.5 0.8 0.5
C -3.217 0.443 -4.266 -0.1 -0.3 -1.0
C -2.674 -0.933 -4.793 -1.1 0.3 -0.3
C -2.007 -1.765 -3.745 -2.2 -1.2 0.1
C -0.698 -1.760 -3.391 2.2 0.0 0.6
C 0.375 -1.008 -4.104 0.3 0.5 -0.4
C -0.087 0.421 -4.524 0.9 -0.3 -0.2
C 0.922 -1.448 2.008 0.4 0.0 0.5
H -0.287 1.675 -2.757 -0.4 0.3 -0.5
H -2.713 2.134 -2.958 0.3 -0.3 -0.3
H -3.634 0.999 -5.128 0.0 -0.1 0.1
H -4.105 0.249 -3.631 0.2 -0.1 -0.1
H -3.581 -1.485 -5.105 0.4 0.2 0.0
H -2.078 -0.822 -5.719 -0.3 0.1 0.5
H -2.618 -2.615 -3.393 0.2 0.3 -0.1
H -0.312 -2.474 -2.658 -0.3 -0.3 -0.4
H 0.754 -1.530 -5.007 -0.1 0.0 0.1
H 1.246 -0.951 -3.423 -0.2 0.3 -0.4
H 0.830 1.014 -4.701 -0.3 -0.1 -0.1
H -0.631 0.394 -5.482 0.4 0.0 0.4
H 1.237 -0.406 2.094 0.0 0.0 0.1
H 1.359 -2.023 2.829 -0.2 0.1 0.1
H -0.169 -1.457 2.088 0.1 -0.1 -0.2
O 0.596 2.293 4.239 -0.3 0.0 -0.6
C -0.247 1.711 5.082 -0.3 -0.6 -0.2
C 0.008 1.783 6.468 -0.5 -0.2 -0.4
C -0.841 1.120 7.343 -0.2 -0.1 -0.3
C -1.922 0.352 6.870 0.1 0.1 -0.1
C -2.147 0.250 5.497 -0.2 0.1 0.5
C -1.361 0.935 4.585 0.9 0.0 0.3
C -1.508 0.681 3.109 0.5 0.6 -0.5
O -2.355 -0.082 2.610 0.5 0.2 0.3
O -0.616 1.320 2.397 -0.9 -0.8 0.2
H 0.192 1.999 3.280 0.4 0.2 0.8
H 0.877 2.349 6.800 -0.3 -0.1 0.0
H -0.642 1.195 8.409 -0.1 -0.1 -0.1
H -2.575 -0.176 7.564 0.2 0.1 -0.1
H -2.954 -0.362 5.091 0.2 0.1 0.2
```
Positions in Å, forces in eV/Å.

- DFT total energy (eV) = -48806.418
- charge = 0
- HOMO-LUMO gap (alpha / beta) (eV) = 3.9 / 3.8



DFT (ωB97M-V/def2-TZVPD) results for a structure of composition C22H36BrN3O3PTi.

```
67
Properties=species:S:1:pos:R:3:forces:R:3
Ti 0.509 -0.326 0.918 0.2 -0.4 -0.1
C 2.538 0.197 3.385 0.0 0.0 0.0
N 2.526 -0.220 1.972 0.0 0.0 0.0
C 3.344 -1.457 1.886 0.0 0.0 0.0
C 3.143 0.826 1.128 0.0 0.0 0.0
C 3.059 0.379 -0.306 -0.1 -0.1 -0.1
C 4.078 0.697 -1.191 0.0 0.0 0.0
C 4.032 0.243 -2.501 0.0 0.0 0.0
C 2.969 -0.550 -2.901 0.0 0.0 0.0
C 1.951 -0.855 -2.003 0.0 0.0 0.0
C 1.947 -0.400 -0.686 0.2 0.1 0.0
H 3.564 0.189 3.766 0.0 0.0 0.0
H 1.932 -0.491 3.971 0.0 0.0 0.0
H 2.143 1.203 3.486 0.0 0.0 0.0
H 4.387 -1.209 2.103 0.0 0.0 0.0
H 3.276 -1.897 0.897 0.0 0.0 0.0
H 2.982 -2.171 2.620 0.0 0.0 0.0
H 4.178 1.004 1.440 0.0 0.0 0.0
H 2.589 1.758 1.294 0.0 0.0 0.0
H 4.924 1.286 -0.852 0.0 0.0 0.0
H 4.830 0.483 -3.191 0.0 0.0 0.0
H 2.933 -0.939 -3.911 0.0 0.0 0.0
H 1.149 -1.483 -2.365 0.0 0.0 0.0
O -3.793 1.831 3.857 0.0 0.0 0.0
C -2.585 1.621 3.313 0.0 -0.1 0.0
C -1.479 2.439 3.609 0.0 0.0 0.0
C -0.267 2.137 3.045 0.0 -0.1 0.2
N -0.153 1.082 2.227 -0.3 0.2 0.0
C -1.203 0.355 1.866 -0.1 0.1 0.0
Br 0.228 -2.320 2.299 0.0 -0.1 0.0
C -2.451 0.572 2.414 0.0 0.0 0.0
H -3.771 2.563 4.485 0.0 0.0 0.0
H -1.575 3.284 4.279 0.0 0.0 0.0
H 0.617 2.727 3.253 0.0 0.0 0.0
H -3.311 -0.034 2.168 0.0 0.0 0.0
N -1.471 4.328 -1.860 0.0 0.0 0.0
C -0.373 3.381 -1.725 0.0 -0.1 0.0
C -0.758 2.282 -0.747 0.0 0.1 0.0
O 0.027 1.402 -0.444 0.1 0.0 0.1
O -1.980 2.357 -0.289 0.0 0.0 0.0
H -1.767 4.446 -2.818 0.0 0.0 0.0
H -1.251 5.238 -1.481 0.0 0.0 0.0
H -2.352 3.175 -0.718 0.0 0.0 0.0
H 0.558 3.827 -1.372 0.0 0.0 0.0
H -0.139 2.886 -2.668 0.0 0.0 0.0
C -1.049 -4.482 -1.790 0.0 0.0 0.0
C -0.306 -3.507 -0.881 0.0 0.0 0.0
P -1.014 -1.819 -0.708 0.0 0.1 0.1
C -2.678 -2.089 0.007 0.0 0.0 0.0
C -3.662 -0.974 -0.343 0.0 0.0 0.0
C -1.408 -1.436 -2.475 0.0 -0.1 0.0
C -1.488 0.022 -2.905 0.0 0.1 0.0
H -0.523 -5.436 -1.804 0.0 0.0 0.0
H -1.115 -4.135 -2.821 0.0 0.0 0.0
H -2.062 -4.680 -1.437 0.0 0.0 0.0
H 0.723 -3.365 -1.224 0.0 0.0 0.0
H -0.232 -3.914 0.126 0.0 0.0 0.0
H -2.538 -2.173 1.087 0.0 0.0 0.0
H -3.062 -3.049 -0.345 0.0 0.0 0.0
H -3.261 0.012 -0.105 0.0 0.0 0.0
H -4.595 -1.104 0.207 0.0 0.0 0.0
H -3.914 -0.984 -1.403 0.0 0.0 0.0
H -2.355 -1.940 -2.684 0.0 0.0 0.0
H -0.662 -1.956 -3.076 0.0 0.0 0.0
H -2.239 0.571 -2.335 0.0 0.0 0.0
H -1.770 0.076 -3.958 0.0 0.0 0.0
H -0.523 0.516 -2.788 0.0 -0.1 0.0
```
Positions in Å, forces in eV/Å.

- DFT total energy (eV) = -136454.941
- ΔE to the lowest compared entry with this formula, charge and spin (kcal per mole) = 0.0
- charge = +1
- HOMO-LUMO gap (eV) = 8.4



DFT (ωB97M-V/def2-TZVPD) results for a structure of composition C22H36ErN2O8S2 in a non-equilibrium geometry.

```
71
Properties=species:S:1:pos:R:3:forces:R:3
Er 0.082 0.691 0.343 1.7 -1.0 -2.8
O -0.102 -3.568 1.553 0.0 -0.4 0.1
C 0.229 -2.309 1.690 0.6 0.1 0.0
O 0.708 -1.618 0.801 0.1 -0.3 0.2
C 0.171 -1.814 3.125 0.0 -0.1 0.1
O -0.164 -0.447 3.171 0.1 -0.1 0.0
C -1.572 -0.207 3.056 -0.2 0.3 -0.1
C -1.852 -0.311 1.553 -1.6 -1.8 1.3
O -1.762 -1.427 1.007 -0.5 0.4 0.3
O -1.974 0.759 0.908 -1.2 1.2 0.1
H -0.075 -3.862 0.627 0.2 0.2 0.1
H 1.186 -1.901 3.534 -0.2 -0.1 -0.1
H -0.514 -2.427 3.720 0.1 0.1 -0.1
H -1.731 0.820 3.394 0.0 -0.3 0.0
H -2.143 -0.932 3.648 0.1 0.1 -0.1
C -0.417 1.425 -3.319 -0.3 -0.2 0.2
C -1.669 0.795 -2.697 0.4 0.1 -0.1
N -1.289 -0.199 -1.681 -0.6 -0.3 0.2
C -0.924 -1.514 -2.216 0.2 0.0 0.0
C 0.496 -1.613 -2.782 0.3 0.1 0.3
S 1.825 -0.853 -1.756 -0.1 0.2 -0.4
C 2.480 0.451 -2.871 -0.2 -0.3 0.4
C 1.904 1.839 -2.578 0.1 -0.1 -0.1
N 0.490 1.775 -2.224 0.0 0.7 0.2
H 0.069 0.713 -3.981 0.0 0.1 0.0
H -0.704 2.294 -3.924 0.1 -0.1 0.0
H -2.237 1.582 -2.192 0.0 -0.1 0.0
H -2.302 0.353 -3.479 0.0 0.1 0.1
H -2.114 -0.354 -1.098 0.2 0.0 -0.1
H -1.022 -2.225 -1.392 -0.1 0.1 -0.1
H -1.622 -1.815 -3.013 0.1 0.0 0.1
H 0.768 -2.665 -2.859 -0.1 0.0 -0.1
H 0.569 -1.181 -3.775 0.0 -0.1 -0.1
H 3.557 0.455 -2.709 0.0 0.0 -0.1
H 2.299 0.130 -3.894 0.0 0.0 -0.1
H 2.429 2.269 -1.719 -0.1 0.0 -0.1
H 2.093 2.484 -3.450 0.0 0.0 0.1
H 0.211 2.690 -1.872 0.1 -0.2 0.0
C -3.222 7.605 3.407 0.0 0.0 0.0
C -2.406 6.478 2.852 0.1 -0.1 0.0
C -1.159 6.154 3.365 -0.1 -0.1 -0.1
C -0.446 5.055 2.904 0.0 -0.1 -0.1
C 0.902 4.759 3.491 0.0 0.0 0.1
C -0.988 4.268 1.884 -0.2 0.1 0.1
C -2.216 4.622 1.305 0.1 0.0 0.0
C -2.799 3.848 0.163 -0.1 0.0 -0.1
C -2.906 5.713 1.807 0.1 0.0 0.1
C -0.284 3.049 1.396 0.0 1.1 0.7
O -0.131 2.872 0.153 0.0 0.4 -0.5
O 0.160 2.173 2.191 -0.3 -0.1 0.1
H -2.670 8.164 4.158 0.0 0.1 0.0
H -4.128 7.205 3.862 0.0 0.1 0.1
H -3.528 8.282 2.612 0.0 0.1 0.0
H -0.731 6.769 4.144 0.1 0.0 0.1
H 1.312 5.650 3.962 0.1 0.0 0.0
H 1.595 4.410 2.728 0.1 0.0 0.0
H 0.814 3.982 4.249 0.1 -0.1 0.1
H -2.243 4.077 -0.745 0.0 -0.1 -0.1
H -3.840 4.122 0.012 -0.1 0.0 0.0
H -2.734 2.779 0.347 -0.1 0.0 -0.1
H -3.861 5.982 1.377 -0.1 0.0 -0.1
C 4.584 1.717 1.470 -0.6 0.2 0.1
S 2.772 1.934 1.713 2.0 0.1 1.3
C 2.719 1.156 3.362 -0.3 0.3 -0.4
O 2.209 0.915 0.758 0.3 -0.5 -0.3
H 4.949 0.831 1.979 -0.1 -0.1 0.1
H 5.096 2.598 1.840 0.0 0.2 0.1
H 4.754 1.614 0.404 -0.1 0.1 -0.2
H 3.313 1.766 4.038 0.1 0.1 0.0
H 3.106 0.142 3.304 0.1 0.0 -0.2
H 1.684 1.146 3.687 -0.1 0.1 -0.1
```
Positions in Å, forces in eV/Å.

- DFT total energy (eV) = -92050.280
- expectation value of S² = 3.753
- multiplicity = 4
- ΔE to the lowest compared entry with this formula, charge and spin (kcal per mole) = 38.0
- charge = +1
- HOMO-LUMO gap (alpha / beta) (eV) = 9.1 / 9.1